ORCA calculation (ωB97M-V/def2-TZVPD) on a molecular structure, C41H41As2ORuS3.

Results
- Energy relative to the best compared isomer or geometry (same formula, charge and spin): 1.514 eV
- HOMO level (alpha / beta): -10.25 / -10.24 eV
- Gap between HOMO and LUMO (alpha / beta): 5.8669 / 5.8621 eV
- Net charge: +1
- E_LUMO (alpha / beta): -4.38 / -4.38 eV

The geometry in XYZ format:
```
89
Properties=species:S:1:pos:R:3:forces:R:3
Ru 0.084027 -0.098816 0.313730 0.22 -0.19 0.08
S 2.168158 0.196035 0.787545 0.18 -0.08 0.00
C 2.398360 0.951322 2.386806 -0.09 -0.02 -0.19
C 3.704806 1.130764 2.833890 0.01 0.01 0.01
C 3.925964 1.810188 4.020562 0.01 -0.02 -0.02
C 2.861209 2.319174 4.756039 -0.03 0.01 0.02
C 1.560599 2.134295 4.312691 0.00 -0.02 0.03
C 1.331982 1.430885 3.136181 0.03 -0.04 -0.04
As -0.382413 1.096323 2.352082 0.05 0.00 0.15
C -1.206600 2.833278 2.233381 0.04 -0.01 0.06
C -2.489998 3.056747 2.717020 0.00 -0.08 -0.02
C -3.047296 4.324500 2.627224 0.02 0.08 -0.03
C -2.319611 5.365601 2.067968 -0.03 -0.05 0.02
C -1.030318 5.143087 1.601444 0.02 0.00 0.00
C -0.472655 3.877354 1.679349 0.02 -0.02 0.00
C -1.482123 0.121483 3.600623 0.04 0.12 0.03
C -1.102835 -0.075544 4.919536 0.04 -0.02 -0.01
C -1.931278 -0.794792 5.772414 -0.03 -0.02 0.03
C -3.133691 -1.306371 5.310258 0.01 0.01 -0.02
C -3.514849 -1.105050 3.987939 0.01 0.02 0.02
C -2.687466 -0.396869 3.133159 -0.02 0.03 0.00
H 4.535802 0.752012 2.251690 -0.01 0.00 0.00
H 4.939083 1.956187 4.370958 0.00 -0.01 0.00
H 3.048848 2.862628 5.672232 -0.01 0.00 -0.01
H 0.729080 2.545510 4.872594 0.00 0.00 0.01
H -3.055357 2.251181 3.167456 -0.01 0.01 0.01
H -4.047588 4.499309 3.000320 0.00 0.00 0.00
H -2.753441 6.354465 2.001130 0.00 0.00 0.01
H -0.459659 5.957984 1.175185 0.00 0.00 0.00
H 0.529464 3.699063 1.307795 0.00 0.03 0.02
H -0.159245 0.307363 5.286530 -0.01 -0.01 0.00
H -1.632545 -0.954073 6.800097 0.00 0.00 -0.01
H -3.776043 -1.864976 5.977980 0.00 0.00 0.00
H -4.453170 -1.502260 3.623614 0.00 -0.01 0.00
H -2.977071 -0.258457 2.096870 -0.02 -0.01 0.00
S -0.217566 -1.988589 1.486551 -0.64 0.62 -0.33
C -1.105303 -3.156135 0.483516 0.28 -0.10 -0.33
C -1.888025 -4.095858 1.140432 0.01 -0.04 -0.01
C -2.548193 -5.072874 0.404519 0.00 0.01 0.03
C -2.429947 -5.109247 -0.975053 0.01 0.00 0.00
C -1.648022 -4.164718 -1.632078 0.03 0.00 -0.03
C -0.978370 -3.189495 -0.910145 -0.06 0.01 0.26
As 0.070374 -1.778790 -1.723544 -0.01 0.19 0.07
C -0.485498 -1.980118 -3.582489 0.18 -0.02 0.04
C 0.335845 -2.692570 -4.451946 0.06 0.08 -0.02
C -0.078697 -2.952057 -5.751258 -0.04 0.02 -0.02
C -1.319429 -2.512504 -6.188172 0.03 -0.01 0.04
C -2.149433 -1.822008 -5.316065 -0.02 0.00 -0.04
C -1.737659 -1.558797 -4.018631 -0.04 -0.02 0.07
C 1.875436 -2.462383 -1.734388 0.04 -0.22 0.06
C 2.213027 -3.584240 -0.985028 -0.01 0.04 -0.02
C 3.532324 -4.013421 -0.938360 0.02 0.04 -0.03
C 4.511286 -3.324808 -1.641695 -0.02 -0.03 0.04
C 4.172897 -2.207586 -2.392550 0.01 0.04 -0.03
C 2.857498 -1.770934 -2.436781 -0.01 -0.03 0.03
H -1.979111 -4.059900 2.219078 0.01 -0.01 0.00
H -3.159185 -5.805095 0.915980 0.00 0.01 0.00
H -2.950128 -5.867576 -1.544723 0.01 0.00 0.00
H -1.565575 -4.189235 -2.711567 0.00 -0.01 0.00
H 1.302339 -3.050142 -4.124250 0.00 -0.01 -0.01
H 0.570945 -3.503181 -6.418314 0.00 0.00 0.00
H -1.642848 -2.715691 -7.200319 0.00 0.01 0.00
H -3.125737 -1.488627 -5.643259 0.01 -0.01 0.00
H -2.414228 -1.049203 -3.349589 -0.01 0.03 0.04
H 1.449675 -4.126325 -0.439953 0.01 -0.01 0.01
H 3.793327 -4.887860 -0.357025 0.00 0.00 0.00
H 5.539469 -3.660316 -1.606820 0.00 0.00 0.00
H 4.937104 -1.675991 -2.945360 -0.01 0.01 0.00
H 2.591727 -0.900843 -3.023554 0.02 0.02 0.00
C 3.868961 1.915329 -3.344541 0.01 0.07 0.07
S 2.361169 1.810430 -2.361631 -0.11 -0.09 -0.20
C 2.515273 3.278276 -1.337734 0.01 -0.02 0.04
H 3.837187 2.751026 -4.041541 0.01 0.01 0.02
H 3.948648 0.990440 -3.914917 -0.01 0.01 -0.01
H 4.743171 2.001803 -2.699503 0.01 0.00 -0.01
H 3.448345 3.263475 -0.773372 -0.01 0.00 0.00
H 1.675118 3.243190 -0.643676 0.00 0.01 -0.02
H 2.452742 4.191841 -1.927610 0.01 -0.01 -0.01
C -2.319277 1.129630 -1.924749 0.05 -0.03 0.09
C -1.630349 2.124640 -1.013356 -0.17 0.03 -0.17
C -1.249272 3.385483 -1.775486 0.10 -0.02 0.03
O -0.447948 1.594197 -0.458802 -0.16 -0.29 0.24
H -3.224283 1.554154 -2.361237 0.00 0.00 0.01
H -2.603637 0.231868 -1.363849 0.00 -0.05 -0.04
H -1.637773 0.851954 -2.729261 0.00 0.00 -0.02
H -2.308857 2.396986 -0.191031 0.01 0.01 -0.01
H -0.537837 3.131839 -2.564414 -0.01 0.02 0.00
H -0.790839 4.114103 -1.107112 -0.01 -0.01 -0.04
H -2.132954 3.836892 -2.227652 -0.01 0.00 0.02
```
Forces are in eV/Å.

ORCA calculation (ωB97M-V/def2-TZVPD) on 2 unconnected molecules or ions with the total composition C6H12O.

Results
- Energy relative to the best compared isomer or geometry (same formula, charge and spin): 2.799 eV
- HOMO level: -8.40 eV
- Gap between HOMO and LUMO: 9.3216 eV
- E_LUMO: 0.92 eV

The geometry in XYZ format:
```
19
Properties=species:S:1:pos:R:3:forces:R:3
C 1.449333 -0.734249 -0.782920 0.02 -0.05 0.05
C 0.489803 0.311407 -1.350289 -0.04 -0.02 -0.03
C -0.918346 -0.241573 -1.584272 0.12 -0.09 -0.10
O -1.812830 0.545983 -0.723762 -0.01 0.20 0.20
C -1.255262 1.488107 -0.021533 0.17 -0.24 -0.32
C -0.666111 -0.627265 2.627775 0.01 0.03 -0.01
C 0.219347 1.469608 -0.361735 -0.01 0.05 0.05
H 1.600688 -1.568975 -1.477507 -0.04 0.14 0.10
H 1.055182 -1.140322 0.157263 0.07 0.05 -0.15
H 2.428135 -0.288444 -0.573445 -0.14 -0.08 -0.03
H 0.896153 0.697623 -2.291920 -0.09 -0.04 0.17
H -1.287142 -0.122241 -2.606759 0.05 -0.03 0.18
H -1.033819 -1.285049 -1.271841 0.01 0.17 -0.09
H -1.161733 0.301710 2.333180 0.08 -0.13 0.06
H -0.879319 -0.840543 3.677785 0.03 0.02 -0.15
H 0.414975 -0.527602 2.492893 -0.16 -0.02 0.04
H -1.039807 -1.444989 2.005885 0.06 0.09 0.10
H 0.776285 1.364906 0.579429 -0.06 0.05 -0.14
H 0.480026 2.457040 -0.761601 -0.06 -0.10 0.08
```
Forces are in eV/Å.

ORCA calculation (ωB97M-V/def2-TZVPD) on a single C4H12N2O2 molecule at a distorted geometry.

Results
- SMILES: NC[C@H](CO)NCO
- Energy relative to the best compared isomer or geometry (same formula, charge and spin): 2.921 eV
- HOMO level: -8.95 eV
- Gap between HOMO and LUMO: 9.8211 eV
- E_LUMO: 0.87 eV

The geometry in XYZ format:
```
20
Properties=species:S:1:pos:R:3:forces:R:3
C 1.384885 0.106825 1.074196 0.71 -0.50 0.12
N 1.579571 1.269650 1.960690 -0.19 -0.16 -0.10
C 0.316632 0.175678 -0.011183 -0.06 -1.47 -1.06
C -1.083173 0.442909 0.582532 -0.21 1.90 -0.99
O -1.523589 1.764360 0.154386 0.15 -0.03 0.31
N 0.440553 -1.085674 -0.799731 0.06 0.98 -0.05
C -0.241766 -1.135438 -2.076993 0.57 -0.83 1.48
O -1.531457 -1.698106 -1.871345 -0.52 -0.53 0.05
H 1.133200 -0.762518 1.697508 -0.25 0.01 -0.02
H 2.358779 -0.204018 0.640832 -0.54 0.53 -0.12
H 1.602848 0.906325 2.906260 -0.02 0.46 0.01
H 0.861941 1.992299 1.917928 0.16 -0.43 -0.09
H 0.547938 0.904140 -0.828412 -0.27 0.09 1.15
H -1.072932 0.474821 1.652504 0.18 -0.42 0.84
H -1.914288 -0.166803 0.255628 0.42 -0.69 -0.24
H -1.006976 2.404217 0.657644 -0.16 0.07 -0.19
H 0.301029 -1.964009 -0.319482 -0.03 0.15 0.35
H 0.429212 -1.864155 -2.616972 -1.07 1.14 -0.64
H -0.439264 -0.107727 -2.405652 0.97 -0.30 -0.66
H -2.143147 -1.452772 -2.570341 0.10 0.04 -0.14
```
Forces are in eV/Å.

ORCA calculation (ωB97M-V/def2-TZVPD) on a single C4H9NO molecule at a distorted geometry.

Results
- SMILES: CCN(C)C=O
- Energy relative to the best compared isomer or geometry (same formula, charge and spin): 1.080 eV
- HOMO level: -9.45 eV
- Gap between HOMO and LUMO: 10.3224 eV
- E_LUMO: 0.88 eV

The geometry in XYZ format:
```
15
Properties=species:S:1:pos:R:3:forces:R:3
C -1.423899 -0.973568 -0.405829 -0.61 -0.77 -1.21
C -0.545669 -0.456788 0.737425 0.35 -1.55 0.19
C 0.451369 1.636629 -0.081480 1.98 0.99 -0.39
C 1.661513 -0.449768 -0.090365 3.24 -1.88 -1.58
H -0.944478 -1.891538 -0.920077 -0.63 1.68 0.71
H -2.420609 -1.326878 -0.021701 0.96 0.33 -0.18
H -1.675590 -0.169862 -1.179910 0.54 -1.06 0.97
H -0.223693 -1.322561 1.370683 -0.08 0.70 -0.69
H -1.093476 0.169579 1.401785 -0.48 0.82 0.35
H 1.440668 2.132434 -0.437568 -1.54 -1.04 0.72
H -0.249576 1.770040 -0.906381 -0.22 -0.07 0.17
H 0.132759 2.149025 0.823451 -0.20 0.35 -0.20
H 2.471390 0.144482 -0.604044 -0.43 -0.23 0.46
N 0.646502 0.252011 0.278891 -2.88 1.38 0.62
O 1.772795 -1.663236 0.035115 0.01 0.35 0.06
```
Forces are in eV/Å.

ORCA calculation (ωB97M-V/def2-TZVPD) on a single C6H5N3O molecule at a distorted geometry.

Results
- SMILES: O=c1[nH][nH]c2cccnc12
- Energy relative to the best compared isomer or geometry (same formula, charge and spin): 1.083 eV
- HOMO level: -8.96 eV
- Gap between HOMO and LUMO: 9.2141 eV
- E_LUMO: 0.25 eV

The geometry in XYZ format:
```
15
Properties=species:S:1:pos:R:3:forces:R:3
C 1.927727 -0.765065 -0.067480 -0.48 -0.39 0.32
C 0.050850 0.689543 -0.029294 0.38 -2.07 0.10
C -1.291723 0.960622 -0.032519 -2.38 0.54 -1.29
C -2.186913 -0.117246 -0.010457 -0.14 0.36 1.00
C -1.690075 -1.417134 0.138853 -2.08 -0.48 -0.99
C 0.425047 -0.677534 -0.078962 -0.19 0.81 -0.45
H 3.249269 0.706313 0.627383 -2.56 0.29 -1.27
H 1.294214 2.276054 -0.575564 -0.30 -0.97 0.61
H -1.786978 1.925960 -0.250647 0.91 -0.26 0.54
H -3.281256 0.073308 -0.010962 0.97 -0.16 0.02
H -2.401385 -2.283956 0.279647 0.91 1.01 -0.28
N 2.344923 0.564368 0.041221 0.21 0.70 0.48
N 1.141116 1.503610 0.102857 3.45 0.13 0.17
N -0.434475 -1.686993 -0.087348 1.64 -0.55 1.09
O 2.639656 -1.751845 -0.046733 -0.35 1.04 -0.03
```
Forces are in eV/Å.

ORCA calculation (ωB97M-V/def2-TZVPD) on a molecular structure, H3N3O2S at a distorted geometry.

Results
- Energy relative to the best compared isomer or geometry (same formula, charge and spin): 3.016 eV
- HOMO level (alpha / beta): -9.16 / -9.16 eV
- Gap between HOMO and LUMO (alpha / beta): 7.9327 / 7.9343 eV
- E_LUMO (alpha / beta): -1.23 / -1.23 eV

The geometry in XYZ format:
```
9
Properties=species:S:1:pos:R:3:forces:R:3
N 1.414153 -0.182461 0.011154 -4.67 1.19 1.24
N -1.000443 0.651052 0.156572 1.56 0.40 0.80
N 0.088031 0.970857 0.687289 2.51 -2.39 -1.88
O 3.365450 1.061598 -0.861520 0.48 0.10 0.21
O 3.453277 -1.303702 0.078961 0.06 0.98 0.35
S 2.970862 0.299434 0.311736 0.06 -0.02 -0.34
H -1.822856 1.179895 0.449245 0.05 -0.19 -0.08
H -1.089032 -0.095594 -0.533741 0.26 -0.12 -0.12
H 2.746953 -1.838082 -0.303565 -0.31 0.05 -0.18
```
Forces are in eV/Å.